Entry from the OMol25 dataset: a structure of composition C19H41N9O9PSY at a distorted geometry (ωB97M-V with the def2-TZVPD basis set).

Results
- HOMO-LUMO gap (eV) = 8.65
- HOMO level (hartree) = -0.5125
- calculated total energy (eV) = -73364.929
- ΔE to the lowest compared entry with this formula, charge and spin (kJ/mol) = 523.4
- net charge = +2
- molar mass (g mol⁻¹) = 691.5

Element x y z (Å)
Y  -0.286  -0.067  -0.293
O  -4.729  -0.227  -0.322
C  -3.474  0.105  -0.469
O  -2.593  -0.174  0.328
C  -3.196  0.863  -1.743
O  -1.828  1.195  -1.716
C  -1.274  1.595  -2.970
C  0.237  1.280  -2.963
O  0.892  1.588  -3.937
O  0.701  0.724  -1.897
H  -4.904  -0.725  0.492
H  -3.834  1.751  -1.804
H  -3.448  0.211  -2.588
H  -1.408  2.667  -3.128
H  -1.721  1.049  -3.804
C  4.528  2.568  -2.781
C  4.555  1.269  -2.092
N  5.146  0.189  -2.505
N  4.856  -0.763  -1.608
C  4.086  -0.298  -0.623
S  3.512  -1.213  0.756
N  3.900  1.000  -0.897
N  3.151  1.874  -0.154
H  5.276  2.571  -3.569
H  4.712  3.399  -2.099
H  3.550  2.696  -3.251
H  5.279  -1.676  -1.681
H  3.303  1.787  0.842
H  3.229  2.817  -0.504
C  -2.608  2.464  3.800
N  -1.989  2.263  2.490
C  -2.382  3.258  1.494
P  -0.412  1.732  2.436
O  -0.040  1.546  0.978
N  0.723  2.724  3.121
C  1.301  3.794  2.311
C  0.682  3.037  4.549
N  -0.419  0.390  3.409
C  0.839  -0.140  3.940
C  -1.390  -0.664  3.130
H  -3.678  2.263  3.724
H  -2.477  3.484  4.172
H  -2.171  1.774  4.517
H  -2.141  4.279  1.808
H  -3.461  3.206  1.335
H  -1.874  3.046  0.554
H  1.155  3.569  1.256
H  2.368  3.880  2.529
H  0.835  4.759  2.530
H  0.104  2.289  5.085
H  0.237  4.019  4.727
H  1.700  3.048  4.944
H  1.613  0.622  3.908
H  1.169  -1.007  3.366
H  0.694  -0.447  4.978
H  -2.336  -0.220  2.835
H  -1.542  -1.253  4.036
H  -1.037  -1.348  2.346
C  -2.748  -3.584  -0.494
N  -1.703  -3.885  -1.457
C  -1.698  -5.235  -2.013
C  -0.286  -5.626  -2.400
C  0.260  -4.549  -3.319
N  0.193  -3.252  -2.650
C  1.197  -2.257  -2.991
C  -0.825  -2.933  -1.831
O  -0.985  -1.737  -1.421
H  -2.810  -4.397  0.230
H  -3.719  -3.477  -0.986
H  -2.502  -2.665  0.028
H  -2.357  -5.279  -2.886
H  -2.093  -5.914  -1.258
H  -0.287  -6.592  -2.901
H  0.337  -5.692  -1.507
H  -0.318  -4.520  -4.247
H  1.299  -4.754  -3.572
H  2.119  -2.773  -3.249
H  1.377  -1.615  -2.134
H  0.894  -1.634  -3.836
O  2.024  -0.639  1.077
O  0.948  -1.415  0.491

Atoms 1-6, force components in eV/Å:
-2.568 0.976 -0.922
-0.366 0.108 -0.255
0.248 0.048 0.132
-0.417 -0.003 0.041
-0.088 0.032 0.048
-0.354 -0.075 -0.213

Results of the Löwdin charge analysis, in e, for atoms 1 through 4: 1.369 0.199 -0.455 0.011